Record 1
C31H62N2O9PRhS4Si2 as an isolated structure at a distorted geometry. Source: OMol25; level of theory: the ωB97M-V functional and the def2-TZVPD basis.

maximum force	2.6	eV/Å
lowest unoccupied orbital energy (spin up / spin down)	3.41 / 3.41	eV
expectation value of S²	6.040
gap between HOMO and LUMO (spin up / spin down)	5.2 / 5.3	eV

```
! wB97M-V def2-TZVPD RIJCOSX def2/J DEFGRID3
* xyz -2 5
Rh 12.26 11.83 17.49
C 17.08 7.94 20.33
O 16.28 7.01 19.67
C 15.25 7.54 18.98
C 14.48 6.62 18.26
C 13.39 7.03 17.61
C 13.05 8.41 17.56
C 11.84 8.78 16.94
C 11.03 7.74 16.20
O 11.33 9.87 17.00
C 13.80 9.37 18.34
O 13.64 10.63 18.32
C 14.93 8.88 19.04
H 17.75 7.44 20.98
H 16.44 8.60 20.91
H 17.66 8.48 19.60
H 14.70 5.55 18.25
H 12.78 6.32 17.05
H 10.36 7.22 16.85
H 11.58 6.93 15.68
H 10.47 8.31 15.46
H 15.53 9.62 19.57
C 15.39 9.35 10.17
C 14.62 9.71 8.88
C 13.29 10.46 9.07
C 12.25 9.80 9.97
N 12.49 9.80 11.40
C 12.46 10.85 12.28
S 13.57 10.89 13.47
N 11.48 11.83 12.15
C 10.09 11.52 11.81
C 9.61 12.22 10.52
C 8.27 11.76 9.97
C 7.18 11.47 10.99
H 16.43 9.09 9.95
H 14.93 8.54 10.72
H 15.47 10.19 10.88
H 14.38 8.74 8.34
H 15.30 10.23 8.21
H 12.85 10.59 8.08
H 13.56 11.46 9.44
H 12.15 8.70 9.73
H 11.28 10.28 9.78
H 13.24 9.17 11.71
H 11.50 12.43 12.92
H 9.49 11.69 12.71
H 10.04 10.46 11.68
H 10.39 12.14 9.77
H 9.54 13.28 10.71
H 8.41 10.79 9.45
H 7.97 12.47 9.26
H 7.33 10.51 11.56
H 6.18 11.45 10.54
H 7.20 12.28 11.73
C 13.95 9.38 22.57
C 13.61 10.24 23.81
C 13.26 9.35 25.00
O 12.57 11.15 23.45
P 11.31 11.89 24.22
S 11.63 12.09 26.21
S 10.71 10.54 20.73
O 10.36 10.42 24.01
C 8.98 10.51 24.45
C 8.05 9.91 23.37
C 8.85 9.77 25.76
H 14.92 8.92 22.79
H 14.13 10.04 21.69
H 13.19 8.64 22.35
H 14.45 10.82 24.10
H 12.30 8.89 24.81
H 13.10 9.95 25.93
H 13.99 8.59 25.13
H 8.67 11.54 24.59
H 8.25 8.84 23.21
H 8.18 10.37 22.38
H 6.97 10.05 23.59
H 9.26 8.81 25.62
H 7.80 9.59 26.06
H 9.52 10.23 26.50
O 14.05 13.59 15.69
S 13.83 13.46 17.14
O 11.61 15.08 18.68
O 9.63 10.41 19.72
O 15.06 13.40 17.96
C 12.34 14.61 19.83
Si 10.23 14.34 18.09
C 9.20 13.66 19.52
C 9.29 15.84 17.30
C 10.73 13.14 16.79
Si 9.28 12.56 15.81
C 9.13 13.82 14.28
C 7.62 12.82 16.71
C 9.20 10.77 15.19
H 11.82 14.83 20.77
H 13.32 15.09 19.80
H 12.55 13.54 19.76
H 9.75 13.85 20.46
H 9.02 12.59 19.45
H 8.23 14.16 19.59
H 9.44 16.68 18.03
H 8.23 15.73 17.11
H 9.73 16.07 16.31
H 11.22 13.92 16.16
H 9.05 14.83 14.80
H 8.20 13.55 13.74
H 10.02 13.90 13.68
H 7.41 13.84 17.04
H 7.50 12.10 17.54
H 6.79 12.59 16.01
H 10.17 10.48 14.82
H 8.45 10.71 14.37
H 9.00 10.07 16.01
*
```

Mulliken atomic charge list, values in e, 8 entries: 1.20 -0.47 -0.49 1.23 -0.91 -0.90 -0.53 1.03



Record 2
C13H19BrOSiSr as an isolated structure at a distorted geometry. Source: OMol25; level of theory: the ωB97M-V functional and the def2-TZVPD basis.

maximum force	2.3	eV/Å
lowest unoccupied orbital energy	5.05	eV
gap between HOMO and LUMO	6.1	eV

```
! wB97M-V def2-TZVPD RIJCOSX def2/J DEFGRID3
* xyz -2 1
C -1.38 -0.85 -1.95
C -1.43 -1.87 -0.93
C -2.20 -1.34 0.19
H -0.79 -2.78 -0.90
C -2.61 0.02 -0.14
C -2.10 0.32 -1.47
H -2.01 1.36 -1.90
H -0.72 -0.88 -2.85
H -2.17 -1.76 1.24
H -2.97 0.79 0.61
Sr -0.05 0.05 0.36
Br 1.08 -2.45 1.67
C 2.24 1.30 0.27
C 1.40 2.10 -0.63
C 1.20 1.32 -1.84
H 0.73 2.94 -0.29
C 1.90 0.05 -1.70
C 2.53 0.04 -0.40
H 3.00 -0.86 0.08
H 2.32 1.45 1.39
H 0.43 1.54 -2.62
H 1.78 -0.85 -2.36
C -1.18 1.39 4.37
Si 0.01 0.00 4.00
C 1.77 0.37 4.42
C -0.64 -1.64 4.53
O -0.16 0.32 2.49
H -1.18 1.43 5.46
H -2.18 1.17 3.98
H -0.83 2.33 3.94
H 1.74 0.42 5.51
H 2.43 -0.42 4.07
H 2.08 1.33 4.01
H -1.63 -1.84 4.15
H 0.03 -2.46 4.26
H -0.67 -1.53 5.62
*
```

Mulliken atomic charge list, values in e, 8 entries: -0.40 -0.56 -0.41 0.28 -0.59 -0.38 0.30 0.48



Record 3
A 2-piece molecular cluster, C4H12S overall. Source: OMol25; level of theory: the ωB97M-V functional and the def2-TZVPD basis.

maximum force	0.8	eV/Å
lowest unoccupied orbital energy	0.89	eV
gap between HOMO and LUMO	9.4	eV

```
! wB97M-V def2-TZVPD RIJCOSX def2/J DEFGRID3
* xyz 0 1
C 0.52 2.65 -0.94
S 1.03 1.16 -1.82
C 1.75 0.21 -0.49
H -0.44 2.97 -1.35
H 0.36 2.41 0.11
H 1.25 3.46 -1.01
H 2.75 0.59 -0.23
H 1.91 -0.81 -0.85
H 1.12 0.12 0.39
C -2.04 -3.04 1.70
C -2.18 -2.05 2.85
H -3.00 -3.54 1.53
H -1.80 -2.54 0.76
H -1.28 -3.81 1.87
H -1.22 -1.58 3.07
H -2.48 -2.54 3.78
H -2.90 -1.26 2.64
*
```

Mulliken atomic charge list, values in e, 8 entries: -0.75 -0.07 -0.78 0.29 0.23 0.26 0.30 0.29



Record 4
C34H27N3O7ReS as an isolated structure. Source: OMol25; level of theory: the ωB97M-V functional and the def2-TZVPD basis.

maximum force	0.1	eV/Å
lowest unoccupied orbital energy (spin up / spin down)	3.69 / 3.67	eV
expectation value of S²	0.929
gap between HOMO and LUMO (spin up / spin down)	6.3 / 5.9	eV

```
! wB97M-V def2-TZVPD RIJCOSX def2/J DEFGRID3
* xyz -2 2
Re 0.50 -0.03 -0.18
O -2.22 2.74 1.16
C -1.50 1.77 1.00
O -0.25 1.74 0.73
C -2.04 0.38 1.30
C -3.19 0.09 2.01
C -3.36 -1.20 2.50
C -2.34 -2.13 2.35
C -1.22 -1.77 1.63
N -1.15 -0.58 1.03
C 0.11 -2.50 1.63
O 0.17 -3.66 2.04
O 1.07 -1.75 1.24
H -3.88 0.89 2.21
H -4.25 -1.45 3.06
H -2.37 -3.11 2.81
C 2.78 0.91 1.88
C 3.12 1.24 0.46
C 4.25 1.86 -0.03
C 4.07 1.99 -1.43
C 2.85 1.45 -1.75
C 2.24 1.33 -3.10
N 2.26 0.98 -0.59
H 3.59 1.27 2.52
H 2.67 -0.16 2.05
H 1.86 1.41 2.19
H 5.09 2.18 0.57
H 4.77 2.41 -2.14
H 2.18 2.30 -3.59
H 1.23 0.93 -3.04
H 2.83 0.67 -3.74
C -0.65 0.28 -1.60
C -1.55 0.25 -2.49
C -2.45 0.20 -3.49
C -3.76 0.88 -3.36
C -4.52 1.26 -4.47
C -5.71 1.95 -4.32
C -6.19 2.28 -3.06
C -5.44 1.92 -1.95
C -4.25 1.23 -2.09
C -2.11 -0.56 -4.72
C -3.06 -1.35 -5.38
C -2.70 -2.11 -6.49
C -1.40 -2.09 -6.96
C -0.45 -1.31 -6.31
C -0.81 -0.56 -5.21
H -4.15 1.03 -5.46
H -6.27 2.23 -5.21
H -7.12 2.81 -2.95
H -5.78 2.18 -0.95
H -3.66 0.98 -1.22
H -4.07 -1.39 -5.01
H -3.45 -2.72 -6.98
H -1.12 -2.68 -7.82
H 0.58 -1.29 -6.66
H -0.06 0.04 -4.70
N 1.18 -1.79 -1.40
C 2.33 -1.85 -2.29
C 2.12 -2.26 -3.61
C 3.19 -2.36 -4.48
C 4.48 -2.06 -4.04
C 4.67 -1.65 -2.73
C 3.60 -1.54 -1.85
S 5.85 -2.26 -5.19
O 7.00 -1.69 -4.50
O 5.43 -1.53 -6.37
O 5.93 -3.71 -5.38
H 0.36 -1.97 -1.98
H 1.25 -2.54 -0.72
H 1.12 -2.49 -3.95
H 3.04 -2.67 -5.51
H 5.68 -1.40 -2.41
H 3.76 -1.19 -0.84
*
```

Mulliken atomic charge list, values in e, 8 entries: 1.55 -0.77 0.36 -0.69 0.52 -0.62 -0.25 -0.80



Number 1: DFT total energy -4628.80747 Ha. Number 2: DFT total energy -3476.30653 Ha. Number 3: DFT total energy -557.76498 Ha. Number 4: DFT total energy -2479.38777 Ha.